{"formula": "C31H33Br57NO6P", "method": "wB97M-V/def2-TZVPD", "mol_weight_g_mol": 5101.11, "charge": 0, "e_lumo_ev": -1.13, "orbital_gap_ev": 8.573, "energy_ha": -148767.24608, "elements": ["C", "C", "C", "C", "O", "C", "C", "C", "C", "P", "O", "O", "O", "C", "C", "C", "O", "N", "C", "O", "H", "H", "H", "H", "H", "H", "H", "H", "H", "H", "H", "H", "H", "H", "C", "Br", "Br", "Br", "H", "C", "Br", "Br", "Br", "H", "C", "Br", "Br", "Br", "H", "C", "Br", "Br", "Br", "H", "C", "Br", "Br", "Br", "H", "C", "Br", "Br", "Br", "H", "C", "Br", "Br", "Br", "H", "C", "Br", "Br", "Br", "H", "C", "Br", "Br", "Br", "H", "C", "Br", "Br", "Br", "H", "C", "Br", "Br", "Br", "H", "C", "Br", "Br", "Br", "H", "C", "Br", "Br", "Br", "H", "C", "Br", "Br", "Br", "H", "C", "Br", "Br", "Br", "H", "C", "Br", "Br", "Br", "H", "C", "Br", "Br", "Br", "H", "C", "Br", "Br", "Br", "H", "C", "Br", "Br", "Br", "H"], "positions_angstrom": [[-1.0806, 5.6769, 2.7415], [-0.0235, 4.9831, 1.7641], [-0.1337, 5.5284, 0.2950], [0.7654, 4.6345, -0.6639], [1.7389, 3.9058, 0.1359], [2.9530, 4.5329, 0.0217], [3.1103, 5.9877, 0.2521], [4.3992, 6.6778, 0.1032], [5.5582, 5.8581, -0.2827], [7.1819, 6.7012, -0.5266], [7.2476, 7.9728, 0.2691], [8.4913, 5.7233, -0.2619], [7.2247, 7.1744, -2.1442], [5.4145, 4.4182, -0.4784], [4.1249, 3.7361, -0.3260], [4.3259, 2.2201, -0.5934], [3.5489, 1.3465, -0.8365], [5.7774, 2.0670, -0.5276], [6.4329, 3.3207, -0.8691], [7.5142, 3.3975, -1.3756], [-2.0370, 5.1245, 2.6503], [-1.1968, 6.7271, 2.3871], [-0.6455, 5.6092, 3.7632], [-0.3112, 3.9007, 1.7260], [0.9757, 5.1489, 2.2268], [-1.1884, 5.4573, -0.0762], [0.1376, 6.6097, 0.2600], [1.2246, 5.2137, -1.4979], [0.0946, 3.8763, -1.1380], [2.2472, 6.6309, 0.5212], [4.4795, 7.7701, 0.2778], [8.7450, 5.4079, -1.1555], [6.2792, 7.2968, -2.3573], [6.1084, 1.8409, 0.4177], [-4.2307, -0.9352, -1.3082], [-4.2650, -0.6726, 0.6053], [-5.2754, 0.4003, -2.2398], [-2.4175, -1.0305, -1.9824], [-4.6932, -1.8952, -1.5069], [4.7578, -0.1007, 3.3748], [4.7830, -0.1099, 5.3045], [3.8013, 1.4441, 2.7083], [6.5332, -0.2490, 2.6150], [4.2113, -0.9818, 3.0541], [10.4577, 2.0430, 2.2782], [9.5263, 2.6969, 0.7205], [9.9386, 3.0185, 3.8636], [10.2697, 0.1291, 2.5118], [11.5148, 2.2254, 2.1244], [-3.8178, -3.3188, -5.1769], [-4.3158, -3.2485, -7.0437], [-5.3666, -3.2436, -4.0192], [-2.7061, -4.8500, -4.7845], [-3.2246, -2.4341, -4.9722], [-6.5100, -7.5317, -3.7095], [-6.2567, -6.9372, -5.5312], [-4.8634, -7.4821, -2.7024], [-7.9188, -6.5480, -2.8208], [-6.8243, -8.5684, -3.7534], [2.3357, -2.9520, -3.4637], [0.4961, -2.4021, -3.7076], [2.5116, -4.2948, -2.0806], [3.1360, -3.5302, -5.1253], [2.8874, -2.0791, -3.1303], [9.0607, -2.2597, -0.5601], [7.6019, -3.5297, -0.5325], [10.5991, -2.9532, -1.5053], [8.5038, -0.5455, -1.2543], [9.3645, -2.1022, 0.4685], [0.9151, -2.7127, 1.0881], [1.3865, -0.8567, 0.8482], [0.9206, -3.2284, 2.9538], [-0.7610, -3.1356, 0.2263], [1.6822, -3.2985, 0.5943], [-11.1121, -4.8355, -1.2630], [-10.7702, -3.0083, -1.7941], [-11.1867, -5.0210, 0.6606], [-12.6945, -5.5482, -2.1151], [-10.2733, -5.4285, -1.6092], [1.1428, 1.6360, 5.7009], [0.2456, 1.9391, 4.0147], [0.3401, 2.6400, 7.1455], [1.2271, -0.2546, 6.0791], [2.1617, 1.9936, 5.5923], [4.2752, 6.0462, -5.0934], [5.1199, 7.7598, -5.3913], [4.4194, 5.4954, -3.2444], [2.4406, 6.0304, -5.7055], [4.8153, 5.3169, -5.6862], [-4.5437, 0.9912, -7.5931], [-4.2159, 2.8203, -8.1285], [-4.6075, 0.8082, -5.6682], [-6.1279, 0.2699, -8.4346], [-3.7028, 0.4023, -7.9410], [-4.5434, 1.3404, 4.6250], [-3.2248, -0.0200, 4.2459], [-3.7247, 3.0753, 4.8737], [-5.9243, 1.3698, 3.2704], [-5.0189, 1.0787, 5.5596], [7.8205, 1.1129, 7.8004], [7.7396, 3.0089, 7.4280], [6.1314, 0.4459, 8.4723], [8.4415, 0.1074, 6.2705], [8.5512, 0.9741, 8.5884], [-4.2160, 0.2519, 8.8583], [-4.1382, 0.4817, 10.7760], [-5.3025, 1.6145, 8.0144], [-2.4508, 0.1548, 8.0760], [-4.7022, -0.6984, 8.6711], [-4.8418, -11.0126, -0.7284], [-4.9195, -12.3980, 0.6169], [-3.3144, -11.2269, -1.8940], [-6.4935, -10.8930, -1.7272], [-4.7163, -10.0696, -0.2087], [10.8012, 6.1322, -3.6170], [9.8461, 6.9171, -5.1039], [10.5725, 7.1569, -1.9958], [10.3214, 4.2760, -3.3522], [11.8553, 6.1579, -3.8668], [-12.5737, -9.0724, 0.5695], [-12.3741, -8.8841, 2.4833], [-10.8710, -8.9781, -0.3409], [-13.5473, -10.6770, 0.1022], [-13.1646, -8.2297, 0.2270], [-16.4348, -9.6233, -2.5509], [-15.1043, -10.6856, -3.4664], [-16.0585, -7.7310, -2.6823], [-18.2242, -10.0421, -3.1508], [-16.3821, -9.8844, -1.4999]]}

---

{"formula": "C3H6O2S2", "method": "wB97M-V/def2-TZVPD", "e_above_lowest_kcal_mol": 112.51, "mol_weight_g_mol": 138.21, "charge": 0, "e_lumo_ev": -0.60, "orbital_gap_ev": 8.730, "energy_ha": -1064.60634, "elements": ["C", "C", "C", "O", "O", "S", "S", "H", "H", "H", "H", "H", "H"], "positions_angstrom": [[-0.1121, 1.8981, 0.1933], [-0.1021, 0.3924, 0.1740], [0.8547, -0.6983, 0.0988], [-1.6010, 0.0011, -1.3251], [1.3793, -0.8395, -1.1514], [-1.0453, 0.8999, 1.4455], [0.1961, -2.4139, 0.7274], [0.7531, 2.4666, 0.5436], [-0.6559, 2.4636, -0.5619], [1.7200, -0.7760, 0.8346], [-1.9349, -0.7966, -0.8962], [0.8606, -0.5285, -1.8987], [-0.3125, -2.0689, 1.8162]]}

---

{"formula": "C12H31NNaO4", "method": "wB97M-V/def2-TZVPD", "e_above_lowest_kcal_mol": 0.00, "mol_weight_g_mol": 276.37, "charge": 1, "e_lumo_ev": -2.76, "orbital_gap_ev": 8.736, "energy_ha": -993.56898, "elements": ["Na", "C", "O", "C", "C", "N", "C", "C", "O", "C", "H", "H", "H", "H", "H", "H", "H", "H", "H", "H", "H", "H", "H", "H", "H", "C", "C", "C", "O", "H", "H", "H", "H", "H", "H", "H", "H", "C", "C", "C", "O", "H", "H", "H", "H", "H", "H", "H", "H"], "positions_angstrom": [[-2.3314, 0.1735, -1.0866], [0.2002, 1.3243, -0.0388], [-0.1421, 0.0357, -0.5571], [0.5306, -0.9873, 0.1589], [1.9495, -1.1603, -0.2484], [2.5368, -2.2621, 0.4501], [3.9935, -2.2621, 0.3653], [4.5042, -3.5004, 1.0524], [5.9420, -3.3528, 1.1583], [6.4104, -4.2302, 2.1456], [-0.3907, 2.0646, -0.4936], [1.2634, 1.5753, -0.0976], [-0.2207, 1.4469, 0.9895], [0.0705, -1.9561, 0.0773], [0.4968, -0.7405, 1.2385], [2.4966, -0.2669, 0.0343], [2.1933, -1.3123, -1.3353], [2.3141, -2.2076, 1.4277], [4.3984, -1.3540, 0.8107], [4.3029, -2.2077, -0.6638], [4.1856, -4.4134, 0.4963], [4.0380, -3.5132, 2.0165], [6.0395, -5.2177, 1.7997], [6.1102, -4.1336, 3.2145], [7.5026, -4.3205, 2.0743], [-2.9984, 4.5057, -2.3746], [-2.9146, 3.0729, -2.7422], [-1.5001, 2.6621, -3.3426], [-3.1065, 2.2838, -1.5834], [-2.9513, 5.2034, -3.1973], [-2.0089, 4.7282, -1.8285], [-3.8367, 4.8157, -1.6312], [-3.6815, 2.9104, -3.5065], [-0.7085, 2.9290, -2.7285], [-1.3319, 3.1609, -4.2921], [-1.3900, 1.6246, -3.5478], [-3.8850, 2.7078, -1.1903], [-2.6029, -1.0523, 1.5836], [-3.6180, 0.0511, 1.4890], [-2.9752, 1.3716, 1.6275], [-4.1244, 0.0703, 0.1445], [-2.0689, -1.1272, 2.5198], [-1.8664, -0.9281, 0.8684], [-2.9318, -2.0939, 1.2933], [-4.4929, -0.0425, 2.1289], [-2.4687, 1.8250, 0.7884], [-2.3205, 1.3560, 2.4649], [-3.7674, 2.0623, 1.9013], [-4.8439, 0.6813, 0.1664]]}

---

{"formula": "C23H27F3N2O3", "method": "wB97M-V/def2-TZVPD", "e_above_lowest_kcal_mol": 52.77, "mol_weight_g_mol": 436.47, "smiles": "CCC(=O)c1ccc(OC[C@H](O)CN2CCN(c3cccc(C(F)(F)F)c3)CC2)cc1", "charge": 0, "e_lumo_ev": 0.55, "orbital_gap_ev": 8.340, "energy_ha": -1527.47690, "elements": ["C", "C", "C", "O", "C", "C", "C", "C", "C", "C", "H", "H", "O", "C", "C", "O", "H", "C", "N", "C", "C", "N", "C", "C", "C", "C", "C", "C", "H", "H", "H", "C", "F", "F", "F", "H", "C", "H", "C", "H", "H", "H", "H", "H", "H", "H", "H", "H", "H", "H", "H", "H", "H", "H", "H", "H", "H", "H"], "positions_angstrom": [[2.1658, 0.7826, -5.5661], [2.3045, 0.8787, -4.0527], [1.6941, -0.3194, -3.3587], [1.1500, -1.2114, -3.9736], [1.8015, -0.3726, -1.8788], [2.2617, 0.6776, -1.0903], [2.3406, 0.5574, 0.2855], [1.9637, -0.6299, 0.9065], [1.5022, -1.6907, 0.1200], [1.4211, -1.5586, -1.2443], [1.0652, -2.3741, -1.8549], [1.2216, -2.6101, 0.6102], [2.0003, -0.8783, 2.2451], [2.3601, 0.1351, 3.1513], [1.2892, 1.2269, 3.3634], [1.8851, 2.3167, 4.0351], [2.1229, 2.0430, 4.9285], [0.0226, 0.7547, 4.1294], [-1.1072, 0.2692, 3.3750], [-1.0010, -1.0793, 2.8514], [-2.3818, -1.5458, 2.3754], [-2.8625, -0.6565, 1.3351], [-2.4311, -0.8356, 0.0333], [-2.1547, 0.2364, -0.8215], [-1.7926, 0.0179, -2.1426], [-1.6870, -1.2564, -2.6715], [-1.9688, -2.3233, -1.8325], [-2.3343, -2.1233, -0.5192], [-2.5698, -2.9853, 0.0845], [-1.9059, -3.3298, -2.2171], [-1.3807, -1.4103, -3.6923], [-1.5059, 1.2326, -2.9695], [-1.2172, 0.9783, -4.2482], [-0.4597, 1.9442, -2.4841], [-2.5405, 2.0998, -2.9836], [-2.2099, 1.2579, -0.4823], [-2.9731, 0.6785, 1.8864], [-3.4130, 1.3574, 1.1573], [-1.6092, 1.1847, 2.3677], [-1.7104, 2.1754, 2.8157], [-0.9355, 1.2563, 1.4965], [-3.6490, 0.6173, 2.7442], [-2.3183, -2.5709, 2.0187], [-3.0919, -1.5071, 3.2056], [-0.6370, -1.7342, 3.6451], [-0.3148, -1.1454, 1.9955], [-0.3307, 1.6300, 4.6887], [0.2981, -0.0217, 4.8498], [0.9912, 1.6323, 2.3926], [3.2938, 0.6249, 2.8445], [2.5409, -0.3902, 4.0958], [2.7027, 1.3955, 0.8602], [2.5538, 1.6134, -1.5389], [1.8010, 1.7768, -3.6894], [3.3569, 0.9448, -3.7650], [2.6130, 1.6499, -6.0454], [1.1149, 0.7303, -5.8381], [2.6552, -0.1162, -5.9333]]}